a:
Here is the molecule C5H12 from the Open Molecules 2025 dataset. Energies are from ωB97M-V/def2-TZVPD.

```
! RIJCOSX wB97M-V def2-TZVPD def2/J DEFGRID3
* xyz 0 1
C 0.17064 0.40872 1.94614
C 0.27485 -0.75444 1.03655
C 0.83703 -0.45820 -0.29599
C 0.10061 0.55105 -1.18232
C -1.21743 0.09341 -1.57134
H -0.42706 0.23760 2.88570
H -0.13149 1.34639 1.48865
H 1.06907 0.77307 2.48627
H -0.73201 -1.02090 0.81854
H 0.78709 -1.60311 1.53002
H 1.73899 0.07778 -0.22564
H 0.97444 -1.38916 -0.79864
H 0.22220 1.44541 -0.67091
H 0.58447 0.71975 -2.12161
H -1.87963 0.97214 -1.86032
H -1.37591 -0.52457 -2.47738
H -1.82433 -0.07768 -0.65293
*
```

Highest occupied orbital energy in eV: -10.4
Gap between HOMO and LUMO in eV: 11.59
SMILES: CCCCC



b:
Here is a structure of composition C5H12 from the Open Molecules 2025 dataset. Energies are from ωB97M-V/def2-TZVPD.

```
! RIJCOSX wB97M-V def2-TZVPD def2/J DEFGRID3
* xyz 0 1
C 2.25120 -0.15045 0.18964
C 0.84294 -0.56948 0.63944
C -0.68990 -0.17758 -0.60058
C -0.72152 1.32527 -0.72750
C -1.90731 -0.71964 0.10486
H 2.26965 0.89444 -0.13375
H 2.97484 -0.24084 1.01745
H 2.64810 -0.76122 -0.63453
H 0.43869 0.04603 1.42151
H 0.83915 -1.63362 0.93750
H 0.21939 -0.77428 -0.73414
H -1.51725 1.66598 -1.41016
H -0.93771 1.79515 0.25011
H 0.21793 1.72190 -1.11328
H -2.07531 -0.18646 1.05830
H -2.82502 -0.57628 -0.48913
H -1.81929 -1.78777 0.30617
*
```

Highest occupied orbital energy in eV: -7.7
Gap between HOMO and LUMO in eV: 8.95



Verdict on stability: a comes out on top.



a:
Here is the molecule C3H3FS2 from the Open Molecules 2025 dataset. Energies are from ωB97M-V/def2-TZVPD.

```
! RIJCOSX wB97M-V def2-TZVPD def2/J DEFGRID3
* xyz 0 1
F -2.10653 0.45844 -0.47546
C -1.41436 -0.68908 -0.09168
C -0.09309 -0.82082 0.04031
C 0.90734 0.22270 -0.13236
S 2.40885 -0.30744 -0.33389
S 0.50409 1.84294 -0.12145
H -2.10481 -1.40765 0.24266
H 0.40550 -1.78487 0.39915
H 1.49300 2.48578 0.47271
*
```

Highest occupied orbital energy in eV: -8.8
Gap between HOMO and LUMO in eV: 7.88
SMILES: F/C=C\C(=S)S



b:
Here is the molecule C3H3FS2 from the Open Molecules 2025 dataset. Energies are from ωB97M-V/def2-TZVPD.

```
! RIJCOSX wB97M-V def2-TZVPD def2/J DEFGRID3
* xyz 0 1
C 0.53467 0.58783 0.30909
C -0.07121 1.52484 -0.31431
C 0.44967 -0.77914 -0.11566
F -0.05623 2.80580 -0.14749
S -2.52846 -0.70851 -0.48065
S -1.03871 -1.78174 0.32193
H 1.18928 0.60852 1.23490
H 0.47768 -0.76092 -1.18128
H 1.04330 -1.49668 0.37346
*
```

Highest occupied orbital energy (spin up / spin down) in eV: -8.8 / -8.9
Gap between HOMO and LUMO (spin up / spin down) in eV: 7.89 / 7.09



Verdict on stability: a comes out on top.



a:
Here is a cluster of 2 separate species, C2H4Cl4Si in total from the Open Molecules 2025 dataset. Energies are from ωB97M-V/def2-TZVPD.

```
! RIJCOSX wB97M-V def2-TZVPD def2/J DEFGRID3
* xyz 0 1
C 0.56155 -0.10747 -1.48771
C -2.02852 1.35044 0.97294
Si -0.68259 -0.03056 1.21799
Cl 0.88364 -1.81569 -1.78662
Cl -2.88441 1.38955 2.53822
Cl -3.11720 1.12995 -0.33947
Cl -1.12252 2.91906 0.79000
H 1.38642 0.60247 -1.56512
H -0.43439 0.26384 -1.73437
H -1.30274 -1.31378 1.89813
H 0.18578 0.84269 2.02130
*
```

Highest occupied orbital energy (spin up / spin down) in eV: -8.8 / -8.3
Gap between HOMO and LUMO (spin up / spin down) in eV: 7.74 / 7.64



b:
Here is the molecule C2H4Cl4Si from the Open Molecules 2025 dataset. Energies are from ωB97M-V/def2-TZVPD.

```
! RIJCOSX wB97M-V def2-TZVPD def2/J DEFGRID3
* xyz 0 1
C 0.01814 -0.43066 1.59427
Si 0.70743 0.20518 -0.04027
Cl 1.96098 1.67022 -0.06460
Cl 1.95091 -1.80052 -1.20769
C -0.65472 0.45668 -1.36761
Cl -1.55831 -0.99073 -1.93691
Cl -1.96233 1.65375 -0.69702
H -0.57624 -1.32825 1.50568
H 0.92937 -0.70418 2.32304
H -0.68329 0.41576 2.08709
H -0.13195 0.85276 -2.19598
*
```

Highest occupied orbital energy in eV: -10.3
Gap between HOMO and LUMO in eV: 9.99
SMILES: C[Si](Cl)(Cl)C(Cl)Cl



Verdict on stability: b comes out on top.



a:
Here is a cluster of 2 separate species, C4H12 in total from the Open Molecules 2025 dataset. Energies are from ωB97M-V/def2-TZVPD.

```
! RIJCOSX wB97M-V def2-TZVPD def2/J DEFGRID3
* xyz 0 1
C 0.29450 -1.08886 1.09398
C -0.64022 -0.77791 2.26698
H -0.26895 -1.50856 0.24595
H 1.03044 -0.31052 1.05899
H 0.67251 -2.09872 1.27706
H -1.69346 -1.02705 2.13469
H -0.49988 0.20824 2.70517
H -0.43290 -1.44420 3.12192
C 0.19507 1.50561 -1.14451
C 0.13252 0.42402 -2.23487
H -0.40208 2.32151 -1.55617
H -0.27923 1.18080 -0.22761
H 1.24756 1.74121 -1.05526
H -0.42542 -0.46288 -1.89452
H -0.31014 0.72240 -3.18415
H 1.07706 -0.06626 -2.48085
*
```

Highest occupied orbital energy in eV: -11.0
Gap between HOMO and LUMO in eV: 12.11
SMILES: CC.CC



b:
Here is a cluster of 2 separate species, C4H12 in total from the Open Molecules 2025 dataset. Energies are from ωB97M-V/def2-TZVPD.

```
! RIJCOSX wB97M-V def2-TZVPD def2/J DEFGRID3
* xyz 0 1
C 0.68883 -2.74936 0.05004
C 0.06680 -1.41845 -0.01023
H 0.05462 -3.42101 0.61852
H 1.01544 -3.15858 -0.89056
H 1.63822 -2.64606 0.60532
H 0.36748 -0.87372 -0.79273
H -0.02151 -0.99972 0.98592
H -0.87129 -1.58490 -0.47115
C -1.06977 1.94392 -0.28413
C 0.27869 2.27239 0.22119
H -1.09711 2.00809 -1.40734
H -1.19247 0.87891 -0.02390
H -1.74806 2.59176 0.19025
H 1.11262 2.37888 -0.48780
H 0.67912 1.35812 0.89036
H 0.27558 3.17716 0.92190
*
```

Highest occupied orbital energy in eV: -11.0
Gap between HOMO and LUMO in eV: 12.16
SMILES: CC.CC



c:
Here is a cluster of 2 separate species, C4H12 in total from the Open Molecules 2025 dataset. Energies are from ωB97M-V/def2-TZVPD.

```
! RIJCOSX wB97M-V def2-TZVPD def2/J DEFGRID3
* xyz 0 1
C 0.36604 0.00100 -2.35856
C 0.55810 0.75579 -1.10770
H -0.00362 0.72838 -3.04972
H 1.32634 -0.32163 -2.83344
H -0.40262 -0.83100 -1.96989
H -0.37559 0.79689 -0.45308
H 0.91109 1.73668 -1.32625
H 1.35277 0.60859 -0.45332
C -0.09121 0.24387 1.82914
C -0.80558 -1.08661 1.62320
H 0.94038 0.26122 1.75389
H -0.27529 1.01020 1.02473
H -0.41092 0.75731 2.75193
H -0.65883 -1.58570 0.68110
H -1.88091 -0.86503 1.57924
H -0.68691 -1.78021 2.37843
*
```

Highest occupied orbital energy in eV: -11.0
Gap between HOMO and LUMO in eV: 12.13
SMILES: CC.CC



d:
Here is a cluster of 2 separate species, C4H12 in total from the Open Molecules 2025 dataset. Energies are from ωB97M-V/def2-TZVPD.

```
! RIJCOSX wB97M-V def2-TZVPD def2/J DEFGRID3
* xyz 0 1
C -0.76683 1.05040 -0.66483
C -1.76921 2.02996 -1.26367
H 0.01053 1.57772 -0.12068
H -1.29412 0.28739 -0.10164
H -0.24713 0.54142 -1.47901
H -2.82992 1.75679 -1.26201
H -1.63716 2.29877 -2.32135
H -1.78939 3.02085 -0.80037
C 0.66818 -1.87896 1.30091
C 1.90426 -1.27801 0.61955
H 0.61382 -1.58020 2.34823
H -0.31172 -1.61357 0.89997
H 0.66405 -2.97112 1.28939
H 2.33469 -0.59128 1.35720
H 2.70699 -1.99251 0.45518
H 1.74296 -0.65764 -0.25687
*
```

Highest occupied orbital energy in eV: -11.6
Gap between HOMO and LUMO in eV: 12.77
SMILES: CC.CC



Verdict on stability: d comes out on top.



a:
Here is a cluster of 2 separate species, C4H12 in total from the Open Molecules 2025 dataset. Energies are from ωB97M-V/def2-TZVPD.

```
! RIJCOSX wB97M-V def2-TZVPD def2/J DEFGRID3
* xyz 0 1
C -0.44613 0.09101 -1.83826
C -1.79949 0.77563 -1.59186
H -0.18211 -0.08655 -2.87535
H 0.34688 0.70177 -1.41281
H -0.45933 -0.83546 -1.27381
H -2.07579 0.65959 -0.54584
H -2.58339 0.26053 -2.15313
H -1.81855 1.83615 -1.81578
C 0.56918 -0.95054 1.76643
C 1.66752 0.09488 1.57370
H -0.30438 -0.68363 1.17758
H 0.92991 -1.94394 1.47793
H 0.28544 -1.01731 2.81577
H 1.92405 0.23477 0.52467
H 2.56776 -0.17088 2.12741
H 1.37842 1.03400 2.04335
*
```

Highest occupied orbital energy in eV: -11.8
Gap between HOMO and LUMO in eV: 13.02
SMILES: CC.CC



b:
Here is a cluster of 2 separate species, C4H12 in total from the Open Molecules 2025 dataset. Energies are from ωB97M-V/def2-TZVPD.

```
! RIJCOSX wB97M-V def2-TZVPD def2/J DEFGRID3
* xyz 0 1
C 1.05302 -1.27869 1.80014
C 0.52725 0.01843 2.58319
H 2.08697 -1.09654 1.43782
H 0.89459 -2.17861 2.54809
H 0.35563 -1.57679 1.06541
H -0.04292 -0.10681 3.51095
H -0.14095 0.54300 1.83712
H 1.28995 0.80576 2.58865
C -0.82145 1.31110 -1.85681
C -0.71897 -0.05535 -2.52052
H -1.85733 1.39262 -1.50099
H -0.07056 1.38715 -1.04823
H -0.62616 2.04103 -2.68088
H 0.27059 -0.48779 -2.36853
H -1.32005 -0.75884 -1.89370
H -1.07891 0.06287 -3.53173
*
```

Highest occupied orbital energy in eV: -11.3
Gap between HOMO and LUMO in eV: 12.34
SMILES: CC.CC



Verdict on stability: a comes out on top.



a:
Here is a cluster of 2 separate species, C4H12 in total from the Open Molecules 2025 dataset. Energies are from ωB97M-V/def2-TZVPD.

```
! RIJCOSX wB97M-V def2-TZVPD def2/J DEFGRID3
* xyz 0 1
C -0.88656 -2.33155 -1.26255
C 0.28717 -1.48204 -0.78957
H -1.81947 -1.78153 -1.12859
H -0.85935 -2.57372 -2.32044
H -0.95658 -3.27211 -0.72630
H 1.22588 -2.03929 -0.69149
H 0.03443 -1.04326 0.18061
H 0.53877 -0.71598 -1.53266
C -0.42417 2.16094 1.00471
C 1.02952 1.67946 1.08615
H -0.69447 2.75611 1.86815
H -0.57414 2.73015 0.08144
H -1.06477 1.28048 0.93233
H 1.24431 0.93498 0.32095
H 1.15472 1.22539 2.06053
H 1.76470 2.47197 0.91673
*
```

Highest occupied orbital energy in eV: -11.8
Gap between HOMO and LUMO in eV: 12.90
SMILES: CC.CC



b:
Here is a cluster of 2 separate species, C4H12 in total from the Open Molecules 2025 dataset. Energies are from ωB97M-V/def2-TZVPD.

```
! RIJCOSX wB97M-V def2-TZVPD def2/J DEFGRID3
* xyz 0 1
C 2.03581 -0.48728 -2.19266
C 1.25391 -0.15122 -0.86075
H 2.14679 -1.65577 -2.52734
H 1.55477 0.17846 -3.08876
H 3.08778 -0.01678 -2.07137
H 1.87126 -0.59989 0.04207
H 0.33040 -0.60327 -0.90798
H 1.29362 0.82273 -0.72909
C -0.96432 0.03934 1.67069
C -2.51753 0.52002 1.45944
H -0.07436 0.78891 1.57626
H -0.87749 -0.26913 2.70278
H -0.80244 -0.69297 0.94748
H -2.54201 1.55687 1.70447
H -2.72187 0.82150 0.41137
H -3.07434 -0.25152 1.86339
*
```

Highest occupied orbital energy in eV: -11.3
Gap between HOMO and LUMO in eV: 12.40
SMILES: CC.CC



Verdict on stability: a comes out on top.